Record 1
{
  "formula": "C4H11NO2",
  "method": "the ωB97M-V functional and the def2-TZVPD basis",
  "smiles": "C[C@@H](O)ON(C)C",
  "gap_ha": 0.3801,
  "symbols": ["C", "C", "O", "O", "N", "C", "C", "H", "H", "H", "H", "H", "H", "H", "H", "H", "H", "H"],
  "xyz": [[-1.7455, 1.5355, 1.2040], [-0.9758, 0.9447, -0.0226], [-0.2098, 1.9379, -0.6752], [-0.0838, 0.0419, 0.4823], [0.3257, -0.9919, -0.5760], [0.5161, -2.0834, 0.2681], [1.6069, -0.5373, -1.2678], [-1.0246, 2.1838, 1.7336], [-2.7475, 1.7771, 0.7456], [-1.9792, 0.7498, 1.9073], [-1.4887, 0.4301, -0.8048], [0.2517, 2.4143, 0.0469], [-0.4385, -2.5570, 0.7411], [0.8968, -3.0625, -0.2705], [1.2444, -1.7437, 1.0190], [1.2926, 0.4091, -1.8117], [2.5244, -0.3016, -0.7123], [2.0349, -1.1468, -2.0071]],
  "forces_ev_per_angstrom": [[-0.380, -1.431, -1.876], [1.027, 0.814, 0.715], [-0.281, 1.149, 0.319], [1.656, -2.461, -0.397], [0.236, 2.188, -0.822], [0.174, -4.417, 1.118], [-1.553, 2.911, 0.318], [-1.099, 0.559, -0.440], [1.165, 1.179, 1.049], [0.075, -0.481, 0.108], [-1.180, 0.050, -0.388], [-0.232, -0.270, -0.753], [1.379, 1.599, -0.627], [-0.193, 2.279, 0.541], [-0.175, -0.874, 0.385], [0.553, -1.099, 0.758], [-0.645, 0.087, 1.085], [-0.526, -1.782, -1.092]]
}


Record 2
{
  "formula": "C4H11NO2",
  "method": "the ωB97M-V functional and the def2-TZVPD basis",
  "gap_ha": 0.2432,
  "symbols": ["O", "C", "C", "C", "C", "N", "H", "H", "H", "H", "H", "H", "H", "H", "H", "H", "H", "O"],
  "xyz": [[1.9237, -0.3936, -1.4697], [2.0019, 0.5551, -0.3943], [1.2826, 0.0936, 0.8464], [-0.0149, -0.3639, 0.7879], [-1.1348, 0.7843, 0.7076], [-2.3528, 0.2426, 0.4078], [3.0568, 0.5744, -0.1559], [1.5440, 1.4445, -0.8463], [1.9893, -0.4110, 1.4807], [-0.3055, -0.9423, -0.1652], [-0.2704, -1.0199, 1.6222], [-0.7677, 1.2714, -0.2155], [-1.0737, 1.6064, 1.4151], [-3.1609, 0.6401, 0.8439], [-2.2579, -0.0822, -0.5663], [1.8262, -1.2749, -1.0954], [-1.1109, -1.8077, -1.7781], [-1.1751, -0.9168, -1.4249]],
  "forces_ev_per_angstrom": [[-0.334, -0.175, 0.411], [-0.257, 0.372, -0.619], [0.308, -2.412, -2.097], [0.344, 1.240, 4.348], [1.629, 1.475, -2.903], [-1.167, -0.269, 0.657], [0.254, 1.072, 0.106], [0.601, 0.211, 0.408], [0.044, 0.109, 0.962], [-1.285, 0.092, -2.787], [0.100, -0.076, 0.188], [0.175, 0.242, 0.150], [-0.058, -0.724, 0.922], [-0.205, -0.036, -0.233], [-1.257, -0.415, 0.285], [-0.030, -0.115, -0.131], [-0.120, -0.100, -0.155], [1.259, -0.492, 0.486]]
}


Record 3
{
  "formula": "C4H11NO2",
  "method": "the ωB97M-V functional and the def2-TZVPD basis",
  "smiles": "CC(N)=O.CCO",
  "gap_ha": 0.3832,
  "symbols": ["C", "C", "N", "O", "H", "H", "H", "H", "H", "C", "C", "O", "H", "H", "H", "H", "H", "H"],
  "xyz": [[-1.2889, -1.1873, 0.9286], [0.0637, -1.8487, 0.8710], [1.1015, -0.9489, 0.8915], [0.2669, -3.0372, 0.7995], [-1.1913, -0.2009, 1.3787], [-1.9759, -1.8281, 1.4565], [-1.7621, -1.0100, -0.0325], [2.0678, -1.2246, 0.8532], [0.9479, 0.0059, 1.1361], [-0.4318, 1.0731, -1.6865], [0.4773, 2.1816, -1.1937], [-0.2833, 3.0900, -0.4147], [-1.2301, 0.9437, -0.9687], [0.0016, 0.1317, -2.0263], [-0.9182, 1.3823, -2.5938], [1.3906, 1.8533, -0.6868], [0.8772, 2.6868, -2.0678], [0.1929, 3.3020, 0.3924]],
  "forces_ev_per_angstrom": [[-0.170, 0.158, 0.060], [0.679, 0.422, -0.272], [0.110, 0.216, -0.004], [-0.291, -0.318, -0.092], [-0.254, -0.064, 0.290], [-0.131, -0.080, 0.473], [0.398, -0.232, -0.381], [-0.160, -0.464, 0.026], [-0.215, 0.277, -0.036], [-0.290, -0.056, -0.373], [0.647, -0.216, -0.591], [-0.008, 0.077, 0.269], [-0.007, -0.418, 0.243], [0.458, -0.034, 0.727], [-0.435, 0.593, -0.404], [-0.327, -0.319, 0.391], [0.004, 0.409, -0.205], [-0.009, 0.049, -0.121]]
}


Record 4
{
  "formula": "C4H11NO2",
  "method": "the ωB97M-V functional and the def2-TZVPD basis",
  "smiles": "CNC(C)=O.CO",
  "gap_ha": 0.3669,
  "symbols": ["C", "N", "C", "C", "O", "H", "H", "H", "H", "H", "H", "H", "C", "O", "H", "H", "H", "H"],
  "xyz": [[-1.8992, 1.9875, -0.2780], [-1.1682, 0.8330, -0.7044], [-0.2722, 1.1206, -1.7328], [0.6847, -0.0375, -2.0266], [-0.4773, 2.1816, -2.3047], [-1.2393, 2.8205, 0.0335], [-2.8191, 2.3975, -0.5768], [-2.1227, 1.6285, 0.7644], [-0.8657, -0.0141, 0.0526], [0.9538, -0.7421, -1.2093], [1.7127, 0.5129, -2.3519], [0.0769, -0.5770, -2.8560], [1.5948, -1.7662, 2.2045], [0.3184, -2.2337, 1.7565], [1.5514, -0.5158, 2.4338], [1.5814, -2.2664, 3.2027], [2.3077, -2.2996, 1.4839], [0.0818, -3.0297, 2.1086]],
  "forces_ev_per_angstrom": [[1.318, -0.404, 5.750], [1.917, -2.811, 0.514], [-1.702, -0.551, 1.582], [1.388, 1.495, -1.970], [1.490, -0.970, -0.571], [-0.050, -0.138, -0.962], [-1.034, -0.254, -1.805], [-0.591, 0.528, -0.454], [-1.341, 3.448, -2.811], [-0.682, 0.681, -0.372], [-2.470, -1.738, 0.132], [1.775, 0.620, 1.040], [-1.056, -0.009, 1.323], [-0.164, 4.334, -2.608], [0.491, -3.761, -1.290], [1.407, 0.817, -0.353], [-0.093, 1.832, 1.234], [-0.603, -3.119, 1.621]]
}


Record 5
{
  "formula": "C4H11NO2",
  "method": "the ωB97M-V functional and the def2-TZVPD basis",
  "smiles": "CC[C@@H](N)C(O)O",
  "gap_ha": 0.3565,
  "symbols": ["C", "C", "C", "N", "C", "O", "O", "H", "H", "H", "H", "H", "H", "H", "H", "H", "H", "H"],
  "xyz": [[2.4104, -0.0438, 0.1476], [0.8546, -0.7156, 0.2260], [-0.0589, 0.4434, 0.3033], [-0.2415, 1.2647, -0.8288], [-1.6019, -0.4511, 0.4227], [-2.6346, 0.4665, 0.6390], [-1.7564, -1.0804, -0.8375], [2.6082, 0.6072, 0.9970], [3.1005, -0.8836, 0.1785], [2.5401, 0.4982, -0.7866], [0.7035, -1.3122, -0.6687], [0.8412, -1.3095, 1.1346], [0.0759, 1.0418, 1.2064], [-0.4685, 0.7134, -1.6515], [0.3918, 2.0478, -0.8962], [-1.6698, -1.1917, 1.2316], [-2.4158, 1.2556, 0.1206], [-2.6788, -1.3506, -0.9380]],
  "forces_ev_per_angstrom": [[-2.038, -1.836, -0.047], [4.523, 1.978, -0.165], [-4.080, -2.970, 0.754], [-0.510, 0.330, -0.064], [1.146, 2.312, -0.134], [-0.026, -0.166, 0.085], [0.322, 0.037, 0.086], [-0.174, 0.022, 0.042], [0.283, 0.117, -0.058], [-0.038, 0.018, 0.014], [-0.102, -0.099, 0.072], [-0.214, -0.183, -0.019], [-0.126, -0.154, -0.009], [0.483, 0.537, -0.058], [-0.046, -0.309, -0.483], [0.396, 0.270, -0.096], [0.091, -0.031, -0.083], [0.111, 0.126, 0.161]]
}


Record 6
{
  "formula": "C4H11NO2",
  "method": "the ωB97M-V functional and the def2-TZVPD basis",
  "smiles": "[H]/N=C(\\C)CO.CO",
  "gap_ha": 0.4057,
  "symbols": ["H", "N", "C", "C", "C", "O", "H", "H", "H", "H", "H", "H", "C", "O", "H", "H", "H", "H"],
  "xyz": [[-1.8863, 0.0992, 1.9643], [-1.4237, 0.5753, 1.1953], [-1.2082, -0.1277, 0.1698], [-1.5526, -1.5633, -0.0588], [-0.7383, 0.6644, -1.0824], [-0.3502, 1.9685, -0.7595], [-2.0697, -1.6989, -1.0060], [-2.1778, -1.9527, 0.7430], [-0.6284, -2.1405, -0.0825], [-1.5809, 0.6807, -1.7935], [0.0777, 0.1475, -1.5998], [-0.7137, 2.1355, 0.1273], [2.7214, 0.2178, 0.2272], [1.5678, -0.4673, 0.6776], [2.4308, 0.9888, -0.4930], [3.3813, -0.5203, -0.2257], [3.2074, 0.7406, 1.0586], [0.9434, 0.2524, 0.9382]],
  "forces_ev_per_angstrom": [[0.204, -0.274, -0.021], [0.113, 0.348, 0.237], [-0.671, 0.599, -1.471], [0.160, -0.105, 0.362], [-0.071, -0.516, 0.405], [0.178, 0.010, 0.132], [0.013, 0.041, -0.109], [-0.017, 0.001, 0.033], [0.044, -0.050, -0.076], [-0.051, -0.095, 0.211], [0.010, -0.001, 0.225], [-0.052, -0.004, -0.018], [-0.096, 0.336, 0.004], [-0.877, 0.891, 0.440], [0.214, -0.124, -0.226], [0.098, 0.177, 0.034], [0.241, -0.227, -0.067], [0.561, -1.008, -0.095]]
}


Record 7
{
  "formula": "C4H11NO2",
  "method": "the ωB97M-V functional and the def2-TZVPD basis",
  "smiles": "CC(=O)O.CCN",
  "gap_ha": 0.3653,
  "symbols": ["C", "C", "O", "O", "H", "H", "H", "H", "C", "C", "N", "H", "H", "H", "H", "H", "H", "H"],
  "xyz": [[-1.7413, -0.1210, 0.9456], [-0.7470, 0.0452, 2.0471], [-0.7684, -0.3377, 3.1784], [0.3346, 0.7431, 1.5678], [-1.6086, 0.7154, 0.2707], [-2.7421, -0.1915, 1.3378], [-1.5011, -1.0304, 0.3938], [1.1315, 0.5366, 2.0654], [-0.0798, -0.9433, -2.3036], [1.0785, -0.0912, -2.8193], [1.6832, 0.7790, -1.8100], [-0.1214, -1.0104, -1.2237], [-0.2240, -1.8972, -2.8092], [-1.0246, -0.4132, -2.5344], [1.8835, -0.7975, -3.0774], [0.9098, 0.4694, -3.7321], [1.0752, 1.5693, -1.6557], [1.7442, 0.3415, -0.9004]],
  "forces_ev_per_angstrom": [[0.107, 0.050, 0.167], [1.099, 0.377, 0.071], [-0.431, -0.368, 0.041], [-0.124, -0.215, -0.792], [-0.268, 0.085, -0.186], [-0.298, -0.002, 0.062], [-0.031, -0.022, 0.108], [-0.098, 0.093, 0.592], [-1.812, 1.249, -1.002], [1.637, -1.540, 0.876], [-0.341, 0.708, -0.229], [0.569, -0.415, 0.131], [0.440, -0.183, 0.217], [0.164, -0.068, 0.108], [-0.132, 0.137, -0.173], [-0.448, 0.134, 0.045], [-0.058, 0.329, 0.045], [0.025, -0.350, -0.082]]
}


Record 8
{
  "formula": "C4H11NO2",
  "method": "the ωB97M-V functional and the def2-TZVPD basis",
  "smiles": "CC(=O)N(C)C.O",
  "gap_ha": 0.3784,
  "symbols": ["C", "C", "O", "N", "C", "C", "H", "H", "H", "H", "H", "H", "H", "H", "H", "O", "H", "H"],
  "xyz": [[-2.3056, 0.7284, 0.6544], [-0.8845, 0.7932, 0.1651], [-0.2188, 1.7910, 0.3683], [-0.4243, -0.2830, -0.5810], [0.9477, -0.1105, -1.0930], [-0.6805, -1.6400, -0.1112], [-2.8717, 1.4572, 0.0706], [-2.7853, -0.2378, 0.5316], [-2.4112, 1.0257, 1.6942], [0.9264, -0.1545, -2.1785], [1.6028, -0.8173, -0.5871], [1.2981, 0.8709, -0.8196], [0.0555, -1.8838, 0.6584], [-1.7386, -1.7977, 0.0670], [-0.4720, -2.3441, -0.9208], [3.5188, 0.7517, 0.3682], [3.8563, 0.8747, 1.2599], [2.5869, 0.9759, 0.4536]],
  "forces_ev_per_angstrom": [[-0.537, -0.100, -0.054], [-0.106, -0.303, 0.253], [0.005, 0.124, -0.129], [0.559, 0.614, 0.266], [-0.685, 0.040, 0.293], [0.174, -0.127, -1.278], [0.042, -0.017, -0.024], [-0.002, 0.044, -0.069], [0.311, 0.066, 0.063], [0.326, -0.462, -0.024], [0.163, -0.267, -0.493], [-0.140, 0.312, -0.168], [-0.598, -0.180, 0.549], [0.190, -0.010, 0.771], [0.141, 0.167, -0.172], [0.006, -0.020, 0.214], [0.177, 0.013, 0.009], [-0.027, 0.105, -0.007]]
}


Record 9
{
  "formula": "C4H11NO2",
  "method": "the ωB97M-V functional and the def2-TZVPD basis",
  "smiles": "C=N/C=C/C.O.O",
  "gap_ha": 0.3567,
  "symbols": ["C", "N", "C", "C", "C", "H", "H", "H", "H", "H", "H", "H", "O", "H", "H", "O", "H", "H"],
  "xyz": [[-0.8209, 1.6384, 1.5831], [-1.7772, 1.2290, 0.8661], [-1.4040, 0.3103, -0.1878], [-0.7703, -0.8339, 0.0714], [-0.3742, -1.7662, -1.0330], [0.0887, 1.0796, 1.8166], [-0.9599, 2.5536, 2.1750], [-1.7296, 0.5952, -1.1818], [-0.3191, -0.9876, 1.0415], [0.6227, -2.2204, -0.9588], [-0.2238, -1.1835, -1.9592], [-1.0977, -2.5277, -1.2866], [2.4875, -2.9544, 0.9369], [2.3844, -2.3278, 1.6571], [3.0236, -2.5376, 0.2374], [-0.0164, 3.5438, -1.2637], [-0.0185, 2.5828, -1.4215], [0.9048, 3.8063, -1.0927]],
  "forces_ev_per_angstrom": [[-0.782, 0.326, 1.335], [0.911, 0.805, -1.814], [-0.203, -0.944, 1.889], [0.659, 0.395, -1.018], [0.912, 0.527, -1.299], [0.467, 0.158, -0.880], [-0.216, -0.493, 0.178], [-0.202, -0.001, 0.095], [-0.502, -0.266, 0.351], [-0.410, -0.157, 0.736], [-0.486, -0.020, 0.150], [-0.204, -0.334, 0.252], [0.211, -0.086, -0.568], [0.176, 0.184, -0.129], [-0.358, -0.089, 0.708], [0.362, -0.249, 0.007], [0.192, 0.606, 0.163], [-0.526, -0.362, -0.156]]
}


Record 10
{
  "formula": "C4H11NO2",
  "method": "the ωB97M-V functional and the def2-TZVPD basis",
  "gap_ha": 0.2450,
  "symbols": ["C", "C", "C", "C", "O", "N", "H", "H", "H", "H", "H", "H", "H", "H", "H", "H", "H", "O"],
  "xyz": [[0.9258, 1.3706, 0.4743], [-0.0067, 0.1670, 0.1996], [-1.3776, 0.1689, 0.9060], [-2.4672, -0.3824, 0.1234], [-3.6529, -0.5470, 0.4112], [0.8696, -1.0280, 0.4162], [1.2400, 1.5478, 1.4999], [0.5526, 2.2261, -0.0739], [1.8257, 0.8354, -0.0522], [-0.1846, 0.2947, -0.8743], [-1.3182, 0.3889, 1.9548], [-1.5288, -1.0758, 0.7295], [-2.1750, -0.3418, -0.9477], [2.6213, 0.4987, -0.3421], [0.1997, -1.6495, 0.8642], [1.9473, -0.6403, -2.7505], [1.1805, -1.3225, -0.5350], [1.3484, -0.5106, -2.0034]],
  "forces_ev_per_angstrom": [[-1.827, -0.341, 0.680], [1.310, 0.779, -1.025], [2.195, -2.749, -0.267], [-3.421, 3.507, -2.010], [1.087, -0.479, 0.429], [-1.864, 0.259, 0.929], [0.035, -0.010, -0.022], [0.786, 0.466, -0.130], [0.452, 0.505, -0.364], [-0.133, -0.407, 0.179], [-0.817, -0.080, 0.494], [1.306, 0.215, 1.724], [0.194, -0.859, 0.107], [-1.221, -0.647, -1.167], [0.955, -0.816, -0.209], [-0.070, 0.014, 0.150], [-0.393, -0.037, 0.436], [1.427, 0.680, 0.064]]
}


Number 1: HOMO -0.3431 Ha. Number 2: HOMO -0.3098 Ha. Number 3: HOMO -0.3643 Ha. Number 4: HOMO -0.3477 Ha. Number 5: HOMO -0.3227 Ha. Number 6: HOMO -0.3714 Ha. Number 7: HOMO -0.3420 Ha. Number 8: HOMO -0.3489 Ha. Number 9: HOMO -0.3392 Ha. Number 10: HOMO -0.3408 Ha.